ORCA calculation (ωB97M-V with the def2-TZVPD basis set) on a 2-piece molecular cluster, C7H14N3 overall in a non-equilibrium geometry.

Values from the calculation:
Energy above the lowest of the compared OMol25 structures with the same formula, charge and spin: 3.729 eV
Maximum force: 4.82 eV/A
Calculated total energy: -11947.190 eV
Gap between HOMO and LUMO: 0.2925 Ha
LUMO level: -4.5370 eV

The geometry in ORCA input format:
```
! RIJCOSX wB97M-V def2-TZVPD def2/J DEFGRID3
* xyz 1 1
C -0.679 -1.397 0.200
C -0.473 1.328 -1.445
C 0.568 1.177 -0.345
C -0.216 -0.930 1.564
C -1.611 0.388 -1.365
C 0.024 0.349 1.956
C 0.366 2.703 1.620
N -1.467 -0.630 -0.623
N 0.221 1.348 1.066
N 0.368 -3.516 -1.764
H -0.623 -2.421 -0.093
H -0.919 2.403 -1.273
H 0.091 1.473 -2.491
H 1.018 0.224 -0.363
H 1.309 1.858 -0.475
H -0.194 -1.684 2.250
H -2.631 0.465 -1.767
H -0.004 0.635 2.977
H -0.111 3.425 0.909
H -0.052 2.897 2.550
H 1.375 2.870 1.795
H 0.744 -4.293 -1.313
H 0.994 -3.159 -2.583
H -0.445 -3.881 -2.152
*
```